Entry 1:
Below is a gas-phase ion, C7H15IN (charge +1), with properties calculated with ωB97M-V with the def2-TZVPD basis set.

```
! RIJCOSX wB97M-V def2-TZVPD def2/J DEFGRID3
* xyz 1 1
C -1.516 2.756 -0.198
N -0.943 1.340 -0.482
C -1.318 0.213 0.343
I -3.336 -0.317 -0.089
C -0.669 0.053 1.659
C -0.244 -0.867 0.501
C 1.089 -0.897 -0.223
C 2.104 -1.596 0.656
C 1.095 -1.389 -1.708
H -2.633 2.816 0.085
H -1.122 3.053 0.777
H -1.413 3.495 -0.956
H 0.134 1.250 -0.602
H -1.211 1.228 -1.393
H -1.123 -0.282 2.551
H 0.021 0.894 2.157
H -0.553 -1.825 0.527
H 1.359 0.132 -0.159
H 1.872 -2.635 0.622
H 1.814 -1.486 1.698
H 3.206 -1.406 0.336
H 1.174 -2.559 -1.649
H 1.917 -0.923 -2.079
H 0.297 -1.046 -2.373
*
```

Lowest unoccupied orbital energy ... -3.284 eV
M ... 240.1 g mol⁻¹
Highest occupied orbital energy ... -13.39 eV
SMILES ... C[NH2+][C@]1(I)C[C@@H]1C(C)C

Entry 2:
Below is a molecular structure, C7H15N, with properties calculated with ωB97M-V with the def2-TZVPD basis set.

```
! RIJCOSX wB97M-V def2-TZVPD def2/J DEFGRID3
* xyz 0 1
C -3.192 -0.542 0.075
C -1.818 -0.263 -0.662
C -1.074 0.537 0.468
C 0.369 0.898 0.072
C 1.518 0.030 0.615
C 2.860 0.708 0.551
C 3.983 0.200 0.035
N -1.154 -1.607 -0.809
H -3.660 0.403 0.363
H -3.906 -1.135 -0.522
H -2.955 -1.113 0.972
H -2.184 0.404 -1.485
H -1.722 1.389 0.692
H -1.126 -0.120 1.350
H 0.443 0.554 -0.961
H 0.480 1.982 0.117
H 1.337 -0.369 1.623
H 1.639 -0.791 -0.097
H 3.043 1.745 0.838
H 4.830 0.873 -0.078
H 4.233 -0.838 -0.187
H -0.708 -0.699 -1.374
H -1.235 -2.246 -1.595
*
```

Lowest unoccupied orbital energy ... 1.080 eV
M ... 113.2 g mol⁻¹
Highest occupied orbital energy ... -9.45 eV

Entry 3:
Below is a single C7H15N molecule, with properties calculated with ωB97M-V with the def2-TZVPD basis set.

```
! RIJCOSX wB97M-V def2-TZVPD def2/J DEFGRID3
* xyz 0 1
C 2.018 -1.262 -0.637
C 1.032 -1.522 0.484
N -0.244 -0.709 0.514
C -1.127 -0.754 -0.637
C -0.765 0.313 -1.588
C -0.664 1.444 -0.619
C -0.179 0.792 0.739
C -0.842 1.366 2.052
H 1.660 -0.835 -1.562
H 2.864 -0.567 -0.382
H 2.486 -2.177 -0.974
H 1.667 -1.395 1.363
H 0.740 -2.553 0.442
H -1.124 -1.643 -1.285
H -2.118 -0.667 -0.154
H -1.633 0.321 -2.354
H 0.170 0.110 -2.229
H -1.685 1.902 -0.455
H -0.029 2.256 -0.861
H 0.835 0.860 1.026
H -0.370 2.326 2.229
H -1.981 1.659 1.978
H -0.711 0.734 2.910
*
```

Lowest unoccupied orbital energy ... 1.120 eV
M ... 113.2 g mol⁻¹
Highest occupied orbital energy ... -8.10 eV
SMILES ... CCN1CCC[C@H]1C

Entry 4:
Below is a single C7H15N molecule, with properties calculated with ωB97M-V with the def2-TZVPD basis set.

```
! RIJCOSX wB97M-V def2-TZVPD def2/J DEFGRID3
* xyz 0 1
C 2.650 0.440 -0.157
C 1.390 -0.366 0.041
N 1.650 -1.699 0.392
C 0.184 0.239 0.020
C 0.070 1.728 -0.159
C -1.089 -0.559 0.021
C -1.844 -0.461 -1.308
C -1.998 -0.208 1.200
H 2.812 1.118 0.681
H 2.589 1.037 -1.065
H 3.518 -0.212 -0.234
H 0.875 -2.201 0.798
H 2.565 -1.908 0.762
H -0.965 2.050 -0.092
H 0.436 2.037 -1.140
H 0.657 2.260 0.591
H -0.719 -1.622 0.071
H -2.709 -1.122 -1.302
H -1.193 -0.750 -2.131
H -2.194 0.555 -1.478
H -2.839 -0.897 1.249
H -2.394 0.801 1.101
H -1.451 -0.262 2.139
*
```

Lowest unoccupied orbital energy ... 1.020 eV
M ... 113.2 g mol⁻¹
Highest occupied orbital energy ... -7.38 eV
SMILES ... C/C(N)=C(\C)C(C)C

Entry 5:
Below is a single C7H15N molecule, with properties calculated with ωB97M-V with the def2-TZVPD basis set.

```
! RIJCOSX wB97M-V def2-TZVPD def2/J DEFGRID3
* xyz 0 1
C -2.775 -2.300 0.007
C -1.594 -1.617 -0.630
C -0.451 -1.333 -0.037
C 0.789 -0.846 -0.755
C 1.733 0.062 0.113
C 1.420 1.569 0.212
C 0.136 2.007 -0.428
N 1.429 1.961 1.645
H -3.381 -1.564 0.549
H -3.391 -2.750 -0.771
H -2.606 -3.135 0.685
H -1.722 -1.420 -1.692
H -0.360 -1.400 1.048
H 1.415 -1.746 -0.672
H 0.476 -0.413 -1.695
H 1.794 -0.386 1.100
H 2.673 -0.037 -0.438
H 2.252 2.150 -0.200
H 0.079 3.056 -0.749
H -0.722 1.749 0.191
H -0.014 1.594 -1.429
H 0.565 2.351 1.996
H 2.255 2.449 1.948
*
```

Lowest unoccupied orbital energy ... 1.112 eV
M ... 113.2 g mol⁻¹
Highest occupied orbital energy ... -8.61 eV
SMILES ... C/C=C/CC[C@@H](C)N